# 1
DFT (ωB97M-V with the def2-TZVPD basis set) results for 5 unconnected molecules or ions with the total composition C5H18O6S in a non-equilibrium geometry.

XYZ file:
```
30
Properties=species:S:1:pos:R:3:nbo_charge:R:1
C 0.432 -2.004 3.767 -0.760
S 0.518 -0.573 2.657 0.201
C -0.081 -1.358 1.124 -0.529
C -1.427 -0.767 0.682 -0.388
C -1.889 -1.409 -0.646 -0.535
C -1.714 -0.509 -1.813 0.824
O -0.767 -0.366 -2.548 -0.656
O -2.772 0.337 -1.894 -0.663
H -0.109 -1.721 4.668 0.218
H -0.079 -2.924 3.512 0.223
H 1.449 -2.224 4.085 0.218
H -0.233 -2.438 1.204 0.206
H 0.697 -1.255 0.382 0.242
H -2.150 -0.917 1.475 0.224
H -1.208 0.276 0.476 0.205
H -2.910 -1.785 -0.594 0.244
H -1.355 -2.359 -0.705 0.230
H -2.464 0.990 -2.548 0.496
O 1.681 1.145 0.348 -0.982
H 0.963 1.695 0.673 0.467
H 1.482 0.573 -0.412 0.504
O 2.228 4.503 -0.203 -0.937
H 1.851 3.777 0.297 0.469
H 2.632 4.113 -0.978 0.469
O 1.696 -0.774 -1.640 -0.977
H 1.068 -0.714 -2.383 0.506
H 2.435 -1.255 -2.029 0.483
O -0.249 2.995 -2.325 -0.928
H -0.231 2.202 -2.865 0.461
H 0.505 2.749 -1.768 0.465
```

Its charge is 0. The largest force on an atom comes out at 0.036 Eh/bohr. The value obtained for the gap between HOMO and LUMO is 8.7716 eV. As for the SMILES: CSCCCC(=O)O.O.O.O.O. Its LUMO energy is 0.3 eV. For the energy above the lowest of the compared OMol25 structures with the same formula, charge and spin, the calculation gives 37.7 kcal/mol.


# 2
DFT (ωB97M-V with the def2-TZVPD basis set) results for a single C4H6N2 molecule in a non-equilibrium geometry.

XYZ file:
```
12
Properties=species:S:1:pos:R:3:nbo_charge:R:1
H -1.173 -2.810 0.282 0.334
N -0.776 -1.892 0.106 -0.613
C -1.688 -1.007 0.166 0.100
C -1.346 0.415 0.022 -0.366
C -0.084 0.698 -0.152 0.075
C 1.159 0.699 -0.533 -0.076
N 2.350 0.528 0.174 -0.786
H -2.735 -1.211 0.411 0.153
H -2.095 1.187 0.156 0.219
H 1.218 1.141 -1.518 0.215
H 3.037 1.135 -0.247 0.368
H 2.254 0.748 1.159 0.375
```

Its charge is 0. The largest force on an atom comes out at 0.020 Eh/bohr. The value obtained for the gap between HOMO and LUMO is 9.0401 eV. As for the SMILES: [H]/N=C/C=C=CN. Its LUMO energy is 0.6 eV. For the energy above the lowest of the compared OMol25 structures with the same formula, charge and spin, the calculation gives 64.4 kcal/mol.


# 3
DFT (ωB97M-V with the def2-TZVPD basis set) results for 2 unconnected molecules or ions with the total composition C3H2Br2ClF in a non-equilibrium geometry.

XYZ file:
```
9
Properties=species:S:1:pos:R:3:nbo_charge:R:1
C 0.218 -0.909 -1.426 -0.021
C -1.130 0.480 -4.548 0.267
C -0.506 -0.544 -0.318 -0.577
F -1.076 -0.486 -3.655 -0.314
Cl -1.363 1.935 -3.835 0.059
Br 0.559 -2.673 -1.740 0.204
Br -0.476 -1.833 1.472 -0.206
H -0.167 0.478 -0.003 0.275
H -1.604 -0.512 -0.494 0.315
```

Its charge is 0. The largest force on an atom comes out at 0.061 Eh/bohr. The value obtained for the gap between HOMO and LUMO (alpha / beta) is 7.4556 / 7.4552 eV. Its LUMO energy (alpha / beta) is -1.6 / -1.6 eV. For the energy above the lowest of the compared OMol25 structures with the same formula, charge and spin, the calculation gives 123.4 kcal/mol.


# 4
DFT (ωB97M-V with the def2-TZVPD basis set) results for a single C3H2Br2 molecule in a non-equilibrium geometry.

XYZ file:
```
7
Properties=species:S:1:pos:R:3:nbo_charge:R:1
Br -1.299 -0.351 2.544 0.020
C -0.132 0.257 0.769 0.066
C 0.003 0.966 -0.337 -0.221
C 0.518 -0.422 -0.389 -0.255
Br -0.686 -1.764 -1.401 -0.086
H -0.018 1.921 -0.879 0.253
H 1.614 -0.606 -0.307 0.224
```

Its charge is 0. The largest force on an atom comes out at 0.074 Eh/bohr. The value obtained for the gap between HOMO and LUMO is 8.8048 eV. As for the SMILES: BrC1=C[C@@H]1Br. Its LUMO energy is -1.3 eV. For the energy above the lowest of the compared OMol25 structures with the same formula, charge and spin, the calculation gives 17.1 kcal/mol.